C76H150N2O48 | ωB97M-V/def2-TZVPD

Values from the calculation:
- Gap between HOMO and LUMO: 9.7 eV
- Calculated total energy: -6706.3654 a.u.
- Strongest force on any atom: 0.06749 Eh/bohr
- HOMO level: -9.33 eV

```
276
Properties=species:S:1:pos:R:3:forces:R:3
C 0.686344 -3.612519 -3.804521 -0.7 0.1 0.1
C 0.960249 -5.079126 -3.488386 1.5 -0.2 -0.2
O 2.339133 -5.257833 -3.935243 -0.1 1.2 -0.6
C 2.873571 -4.051827 -4.277023 -2.9 -0.4 0.7
O 3.979823 -3.879382 -4.589353 2.3 0.5 -0.7
O 1.926531 -3.030655 -4.199456 0.7 -1.5 -0.2
H 0.329329 -3.029591 -2.959932 -0.1 -0.2 0.1
H -0.049744 -3.601720 -4.602942 0.1 0.5 -0.3
H 0.354880 -5.815489 -4.044493 0.1 0.6 0.5
H 1.066353 -5.234237 -2.430428 -0.8 -0.4 0.5
C 1.155309 3.762792 1.721763 0.0 -2.6 0.8
C 0.819342 5.176192 1.995866 0.3 1.6 -0.8
O 0.746832 5.758301 0.669557 -0.1 -0.4 -0.7
C 1.115875 4.840596 -0.259923 0.5 0.2 1.2
O 1.259202 5.054467 -1.418010 -0.3 0.3 -1.0
O 1.425331 3.659505 0.303836 -0.1 0.7 0.9
H 0.283815 3.096603 1.903849 0.6 0.4 0.0
H 2.007924 3.396910 2.353330 -0.7 0.3 -1.1
H 1.622232 5.759393 2.480130 -0.6 -0.4 0.3
H -0.162555 5.251573 2.454990 0.2 0.4 0.3
C -0.841326 2.157981 -8.036971 0.5 0.7 0.2
C -2.076234 2.887024 -7.450348 1.4 0.5 1.7
O -1.776754 4.304245 -7.677907 0.7 -1.1 -0.1
C -0.427969 4.421166 -7.924185 -0.8 -0.1 -0.7
O 0.132433 5.462584 -8.053445 0.1 0.1 0.4
O 0.155718 3.223196 -8.119199 -0.4 0.2 1.0
H -0.882645 1.880261 -9.081825 -0.8 -0.6 0.0
H -0.449514 1.339805 -7.411298 -0.2 0.5 -0.3
H -2.188908 2.771827 -6.324245 0.4 -0.1 -1.3
H -3.002776 2.599088 -7.870777 -0.8 0.0 -0.8
C -2.713631 -2.450306 -5.372853 -0.3 -0.6 1.1
C -2.107117 -1.260365 -4.640253 -0.1 0.4 0.5
O -2.310672 -0.186734 -5.615529 0.4 -1.0 0.2
C -2.504067 -0.771714 -6.826885 0.4 1.7 -1.2
O -2.424563 -0.155035 -7.865522 -0.4 -0.7 1.0
O -2.757788 -2.065363 -6.725481 0.2 0.0 -0.7
H -3.747076 -2.547197 -5.010942 0.3 -0.6 -0.2
H -2.110886 -3.371753 -5.309932 -0.6 0.3 0.3
H -1.031211 -1.395552 -4.379501 -0.7 0.4 -0.3
H -2.712813 -1.003582 -3.741493 0.7 -0.2 -0.6
C -5.155878 -1.891304 0.783381 2.1 0.7 -2.6
C -5.800384 -2.456867 1.977745 -0.6 0.3 0.0
O -5.237878 -1.749655 3.060074 1.7 1.2 0.0
C -4.030013 -1.242972 2.617653 0.7 -0.3 -0.6
O -3.145725 -0.809024 3.281050 -0.4 0.2 1.0
O -3.870487 -1.328182 1.263525 -2.2 -0.9 0.9
H -5.630000 -1.064920 0.241857 -0.4 -0.2 0.5
H -4.901901 -2.640163 0.011471 -0.2 0.2 0.5
H -5.522767 -3.482179 2.098335 -0.4 -0.9 0.0
H -6.853296 -2.225990 1.914102 -0.4 -0.6 0.4
C 3.292921 -1.109187 -1.814645 1.5 0.8 0.9
C 4.680358 -1.644129 -2.231323 -0.2 -0.7 -1.0
O 4.859940 -2.824393 -1.410957 -1.5 0.1 0.8
C 3.626415 -3.151844 -0.900995 -0.1 0.5 -0.3
O 3.346037 -4.143862 -0.307665 0.5 -0.4 0.2
O 2.683584 -2.193814 -1.146122 0.8 -1.1 0.0
H 2.729427 -0.813062 -2.658743 -0.6 0.2 -0.7
H 3.392975 -0.305520 -1.073530 -0.1 -0.1 -0.4
H 5.548603 -0.983528 -2.093276 -0.5 -0.1 0.0
H 4.633854 -2.041967 -3.267612 0.2 0.6 0.5
C -1.324701 -3.823521 3.535027 0.7 1.1 1.7
C -1.569903 -5.211665 4.111192 0.1 -0.2 -0.4
O -2.216957 -5.920969 3.056907 -1.0 1.2 -1.2
C -2.695143 -4.974203 2.177213 1.6 -0.7 1.3
O -3.458047 -5.190835 1.306845 -1.1 -0.3 -1.2
O -2.141552 -3.778242 2.417267 -0.9 -0.5 -1.9
H -0.256307 -3.663850 3.336673 -0.4 0.0 -0.4
H -1.731556 -2.964045 4.096553 0.7 -0.6 0.6
H -2.220411 -5.248883 4.946256 -0.7 0.3 1.0
H -0.707501 -5.785257 4.327626 1.2 -0.1 0.3
C 3.212450 4.335546 -4.391974 -0.7 -1.6 0.3
C 2.357206 3.925812 -5.553922 0.4 -0.3 -1.7
O 2.453944 2.504157 -5.610309 -0.7 -1.1 -0.4
C 3.036504 2.017340 -4.528325 -0.3 -0.5 1.0
O 3.104166 0.856142 -4.184223 0.1 1.2 -0.8
O 3.481897 3.031631 -3.791378 0.4 0.6 1.4
H 2.703494 4.991674 -3.663811 0.7 -0.3 -0.3
H 4.142631 4.590668 -4.815302 1.2 1.3 0.2
H 2.766188 4.179834 -6.527785 -0.1 0.8 0.1
H 1.338726 4.225129 -5.525186 -0.9 0.2 0.2
C 3.954564 2.277079 3.376937 0.5 -0.4 1.1
C 3.728398 3.442698 4.212399 0.0 -2.2 -1.8
N 3.426748 4.301602 4.877256 -0.6 2.4 1.7
H 4.472084 1.555574 3.991516 0.4 -0.3 0.1
H 4.579056 2.512870 2.544339 0.1 0.1 -0.6
H 3.039272 1.780594 3.092663 -0.4 0.2 -0.3
C -3.460311 0.983650 -1.731423 -0.3 -0.4 -0.7
C -4.583672 0.087998 -2.030043 -1.4 -1.2 0.1
N -5.438855 -0.655533 -2.311345 1.6 1.4 0.5
H -2.798905 0.673159 -0.932329 -0.3 -0.2 0.3
H -3.767273 2.007723 -1.623781 -0.3 0.4 0.4
H -2.881573 0.967331 -2.633897 0.7 0.1 -0.4
C -2.285112 5.365532 -0.299793 -0.5 -0.6 0.6
O -1.891039 4.378258 0.642433 -0.1 -0.5 -1.3
C -2.629443 4.360446 1.807700 0.6 0.9 1.8
C -4.045723 3.921894 1.769052 -0.7 0.1 -0.4
O -4.101134 2.510546 1.847717 -1.1 0.5 -0.4
C -5.372438 1.960446 1.423108 1.3 -0.8 -1.1
C -6.620617 2.471973 2.078683 0.6 -0.5 0.9
O -7.137221 3.542481 1.301425 0.6 -0.6 0.8
C -7.966816 4.373567 2.079938 -1.1 -1.3 0.3
H -1.680067 5.202261 -1.155973 0.9 0.4 -0.6
H -2.229606 6.331084 0.161137 0.5 0.9 0.0
H -3.299200 5.291860 -0.675690 -0.6 -0.5 0.2
H -2.527820 5.329358 2.339420 -0.3 0.0 -0.3
H -2.132914 3.681080 2.478945 0.4 -0.5 0.3
H -4.516888 4.249613 0.850556 -0.3 0.2 -0.4
H -4.611553 4.396634 2.583833 0.1 -0.1 0.0
H -5.113769 0.926833 1.663927 -0.9 -0.2 -0.2
H -5.568679 2.040480 0.306606 0.7 0.1 1.0
H -6.288794 2.756402 3.127164 -0.7 0.1 -0.9
H -7.343127 1.624713 2.180596 0.2 0.6 -0.1
H -7.759242 5.364858 1.807748 0.1 1.5 -0.5
H -7.648312 4.263528 3.142674 -0.9 0.1 -0.5
H -9.062073 4.142778 1.830011 1.4 0.3 0.9
C -0.693968 -2.620583 6.909817 2.4 -1.4 -0.6
O 0.360590 -2.953096 5.954451 -0.9 -0.3 0.6
C 1.184516 -4.015658 6.406071 1.0 1.3 -0.4
C 2.188495 -4.284638 5.324126 1.3 -1.0 -0.4
O 1.634077 -5.046841 4.229198 0.0 1.1 0.8
C 2.388165 -4.958540 3.056957 1.0 -1.1 -1.8
C 1.950591 -6.092363 2.059028 -0.3 1.4 1.8
O 0.628283 -5.718466 1.633413 0.5 -0.7 0.2
C 0.113905 -6.563674 0.617751 -0.2 -0.5 1.1
H -0.245316 -2.025912 7.666491 0.0 1.3 0.5
H -0.968383 -3.512852 7.431701 -0.6 -0.9 0.1
H -1.500443 -2.225025 6.366548 -1.0 0.9 -0.5
H 0.636436 -4.879462 6.664834 -1.0 -1.2 0.1
H 1.744623 -3.754386 7.315309 0.0 0.3 0.0
H 3.071774 -4.869065 5.693393 -0.7 0.2 0.1
H 2.650760 -3.329370 5.023109 -0.5 -0.1 -0.4
H 3.495083 -5.070525 3.234368 -0.8 -0.1 0.2
H 2.296395 -4.029891 2.460594 -0.3 0.1 0.6
H 2.017015 -7.052439 2.610938 -0.5 0.2 -0.4
H 2.673478 -6.095207 1.260138 0.1 0.0 -0.7
H 0.793555 -6.594544 -0.183376 0.9 0.2 -1.5
H -0.852905 -6.191432 0.285451 0.0 0.1 0.1
H 0.029635 -7.619799 0.930750 -0.3 0.3 0.3
C 1.518164 -1.036674 -7.255711 0.7 -1.2 -0.7
O 1.836308 -1.466899 -8.588894 0.2 -0.6 1.4
C 1.024743 -0.994468 -9.608089 -0.7 0.5 0.4
C 1.274157 -1.745273 -10.890705 -0.6 -1.1 0.7
O 0.650083 -3.023635 -10.809898 -0.3 -0.2 0.4
C 1.100905 -3.967976 -11.759092 -0.9 0.5 -0.6
C 1.342160 -5.327436 -11.152054 -1.0 0.2 1.1
O 2.663367 -5.365287 -10.650472 -0.6 -0.5 -0.1
C 2.927686 -6.630510 -10.067693 0.8 0.8 0.1
H 1.634897 0.015848 -7.120010 0.3 1.0 0.0
H 2.210400 -1.588452 -6.610015 -0.1 0.3 0.0
H 0.509978 -1.286143 -6.943690 -0.6 -0.3 -0.2
H 1.219711 0.071312 -9.711243 0.1 0.4 -0.5
H -0.054174 -1.044461 -9.337564 0.3 -0.3 -0.2
H 2.296126 -2.033223 -11.066452 0.8 1.0 -0.1
H 0.808853 -1.167248 -11.667241 0.1 0.4 -0.9
H 2.078328 -3.687732 -12.187293 -0.3 0.1 0.0
H 0.332787 -3.980032 -12.596951 0.9 -0.3 0.8
H 1.111550 -6.042947 -11.921095 0.6 -0.8 -0.7
H 0.606639 -5.642207 -10.349953 0.6 0.9 -0.5
H 2.406318 -6.795893 -9.138557 -0.5 0.2 0.6
H 4.000435 -6.634809 -9.840081 -0.3 -0.3 -0.3
H 2.616465 -7.418594 -10.728493 0.2 -0.6 -0.5
C -0.323564 0.777525 3.454967 -0.6 0.0 0.7
O 0.708842 0.619952 2.531454 0.5 0.5 -0.4
C 0.797988 -0.621884 1.883132 -0.5 1.2 -2.5
C -0.284663 -0.936130 0.818324 -1.3 -0.8 0.7
O -0.150761 -0.385733 -0.446372 0.7 -0.2 -1.5
C -0.006851 0.973673 -0.517978 0.7 2.3 -0.1
C 0.399482 1.428535 -1.894886 -0.5 2.3 -0.4
O -0.665136 1.343193 -2.859285 0.1 0.0 1.3
C -0.200472 1.721242 -4.119494 0.2 0.5 0.1
H -0.437374 -0.090749 4.124479 0.2 0.2 0.0
H -1.315033 0.968051 3.052767 -0.1 -0.2 -0.6
H -0.092421 1.677734 4.014595 0.2 0.0 0.4
H 0.762974 -1.384269 2.607322 0.2 -1.3 0.9
H 1.738414 -0.587395 1.288078 -0.3 -0.3 0.7
H -1.343961 -0.662264 1.080197 0.9 -0.6 0.8
H -0.199383 -2.023728 0.594397 -0.3 0.5 0.6
H 0.781860 1.345296 0.155137 0.0 -0.3 -0.1
H -0.873358 1.614702 -0.234983 -0.2 -0.7 0.1
H 1.271335 0.956724 -2.285151 0.7 -1.0 -0.2
H 0.714192 2.532395 -1.870682 -0.5 -1.2 0.4
H -1.067844 1.641813 -4.767477 0.3 0.1 -0.4
H 0.582162 1.011902 -4.365929 0.2 0.0 -0.8
H 0.241379 2.763305 -4.147788 -0.6 -0.8 0.2
C -2.771884 3.645609 5.419541 0.4 -1.2 0.4
O -1.637569 4.371099 5.067998 0.7 -0.2 0.0
C -0.884336 4.736756 6.205037 -1.5 1.5 -0.6
C 0.010302 5.856617 5.800674 0.2 0.1 1.2
O -0.746854 7.055247 5.672174 0.7 -0.9 0.3
C 0.014917 8.190353 5.315998 -1.6 0.6 -0.4
C -0.740731 9.400254 5.859188 0.0 -0.7 -1.0
O -0.343702 9.653305 7.176970 -0.2 0.2 -0.3
C -0.799230 10.904747 7.610541 -0.3 0.9 -0.9
H -3.358976 4.193740 6.164178 -0.5 0.1 -0.4
H -2.520747 2.668213 5.899705 0.1 0.4 -0.2
H -3.225817 3.391360 4.472211 -0.8 0.1 0.1
H -0.346729 3.935672 6.640970 0.7 -1.1 0.3
H -1.597209 5.117132 6.935605 0.0 0.1 0.5
H 0.500251 5.508538 4.903569 0.4 0.4 -0.6
H 0.748525 5.959205 6.613278 0.1 0.2 -0.4
H 0.040916 8.231645 4.224829 0.2 0.2 -0.2
H 1.017379 8.242052 5.681321 0.8 -0.5 0.5
H -1.816221 9.161587 5.816856 0.1 0.1 0.0
H -0.564131 10.235830 5.166824 0.1 0.3 0.4
H -0.256015 11.745745 7.120750 -0.1 -0.5 0.2
H -0.632724 10.925162 8.651061 0.2 0.3 1.3
H -1.875873 11.117235 7.430669 0.4 -0.5 0.0
C 2.194017 -0.234324 5.742881 0.2 -0.3 0.5
O 1.563132 0.276136 6.921115 -0.2 0.3 -0.9
C 1.823697 1.661766 7.092521 1.3 -0.2 0.4
C 1.054997 2.157817 8.264713 -0.5 0.1 1.7
O 1.533159 1.733637 9.551808 -0.3 -0.8 0.2
C 0.918758 0.521739 10.058420 1.2 -0.3 -1.5
C -0.358806 0.744583 10.796483 -0.8 1.2 0.4
O -0.668821 -0.458649 11.489594 1.7 0.9 -0.8
C -1.957836 -0.511571 11.911058 -2.4 -1.1 -0.9
H 2.292757 0.500100 4.934598 -0.4 0.1 0.2
H 1.633097 -1.113105 5.404520 0.1 0.3 0.1
H 3.209341 -0.542339 6.006063 0.2 -0.1 -0.1
H 1.492522 2.243768 6.209674 0.4 -0.2 0.1
H 2.934730 1.803519 7.323177 -1.2 0.1 -0.6
H 0.013040 1.869457 8.214425 -0.5 -0.2 -0.5
H 1.058879 3.239511 8.351476 0.3 0.3 -0.4
H 1.619929 0.035056 10.730938 0.2 0.3 0.3
H 0.848426 -0.209935 9.225786 -0.4 0.4 0.3
H -1.202899 1.070134 10.156482 0.2 -0.5 -0.1
H -0.243615 1.646496 11.463129 0.1 -1.0 0.0
H -2.077600 -1.453810 12.443490 0.0 0.2 0.4
H -2.689325 -0.600400 11.037880 0.7 0.3 0.7
H -2.274955 0.333941 12.509543 0.0 0.3 0.4
C -0.221734 -4.878400 -7.381775 0.7 -1.4 1.6
O -0.455184 -6.170067 -6.641463 0.3 2.1 -0.1
C -1.796582 -6.558781 -6.504957 -0.5 0.9 -0.5
C -2.012542 -7.074826 -5.108710 0.1 -0.1 -0.4
O -2.095246 -5.984704 -4.249480 -1.0 1.0 1.0
C -2.150968 -6.305856 -2.867297 1.3 1.0 0.4
C -2.672024 -5.151114 -2.015541 0.6 -0.4 -1.1
O -1.779578 -4.053995 -2.119078 -1.1 1.0 0.0
C -2.313596 -2.923018 -1.371157 -0.3 -1.5 0.6
H -0.123009 -5.257812 -8.381601 0.2 0.8 -0.7
H 0.762854 -4.508368 -6.960782 -1.1 -0.3 -0.8
H -1.009273 -4.082276 -7.282048 0.5 -1.0 0.1
H -2.042217 -7.363510 -7.218913 0.0 0.3 0.0
H -2.448755 -5.651189 -6.701932 0.3 -1.2 0.2
H -1.124982 -7.618638 -4.820538 0.3 -0.8 -0.1
H -2.888580 -7.740424 -5.111518 0.0 0.2 0.4
H -1.150557 -6.634409 -2.519212 -0.2 0.3 -0.1
H -2.787963 -7.109159 -2.634996 -1.2 -1.4 -0.2
H -2.767446 -5.466413 -0.989207 0.2 -0.3 0.6
H -3.709731 -4.965968 -2.328782 0.2 0.6 -0.3
H -2.465869 -3.317307 -0.330611 0.3 0.9 -0.6
H -3.318345 -2.620682 -1.731099 0.4 -0.1 -0.2
H -1.620663 -2.082871 -1.421917 0.1 -0.2 0.1
C 4.196122 -1.291298 2.798767 -1.1 1.1 -1.8
O 5.243102 -0.333619 2.647451 0.1 -0.3 -0.8
C 5.950654 -0.424225 1.406204 1.5 0.2 1.3
C 5.900757 0.854884 0.642490 -2.3 -0.8 -0.5
O 4.494151 1.061026 0.354044 1.2 -0.7 0.0
C 4.159406 2.024923 -0.615845 -0.7 -1.4 0.4
C 4.751487 3.350448 -0.433812 -0.3 2.3 0.9
O 4.410885 3.877588 0.874620 0.2 -0.7 -0.3
C 4.580230 5.251952 1.061234 0.6 0.7 -0.3
H 4.587831 -2.205549 3.256419 -0.4 0.1 0.2
H 3.739501 -1.529788 1.757045 0.7 0.1 1.6
H 3.379426 -0.722697 3.335480 0.8 -1.2 -0.1
H 5.682130 -1.274332 0.839338 -0.9 -0.9 -0.8
H 7.006903 -0.612248 1.627206 0.1 0.1 0.2
H 6.583093 0.874993 -0.210263 -0.2 -0.1 -0.2
H 6.118962 1.621405 1.305266 1.1 1.7 1.2
H 3.089021 2.092742 -0.426477 -0.2 0.3 -0.6
H 4.346353 1.617429 -1.618882 0.0 0.4 -0.1
H 4.266925 4.003965 -1.129506 -0.4 0.4 -0.9
H 5.804943 3.484674 -0.640278 0.6 -0.4 0.2
H 3.890830 5.916186 0.530274 -0.1 -0.4 -0.7
H 5.607561 5.604939 0.896843 0.0 -0.2 -0.4
H 4.400658 5.509575 2.078435 -0.2 -0.3 1.1
```
Forces are in eV/Å.

Atomic partial charges in e from the Löwdin method, atoms 1 to 2: number 1, C, carries -0.126; number 2, C, carries -0.068